# 1
Here is 2 unconnected molecules or ions with the total composition C5H13N3O from OMol25. Energies are from ωB97M-V/def2-TZVPD.

```
22
C5H13N3O, DFT ωB97M-V/def2-TZVPD
C -1.38056 0.29244 -1.03560
C 0.04502 0.22399 -1.61227
N 0.51323 1.44313 -2.08834
N 0.64270 -0.83840 -1.99765
N -0.01894 -2.03592 -2.10996
H -1.48954 -0.36209 -0.16245
H -2.05923 -0.06906 -1.80944
H -1.65354 1.31628 -0.78587
H 0.42212 2.18821 -1.42006
H 1.46106 1.36946 -2.42650
H -0.76753 -2.16745 -1.42772
H 0.65468 -2.78846 -2.07557
C -0.07862 1.25165 2.36287
C 0.66219 0.38505 1.37739
C 0.63574 -1.09033 1.67423
O 1.28821 0.85040 0.44013
H 0.24242 1.02705 3.37704
H 0.10217 2.30960 2.15093
H -1.15354 1.05225 2.29398
H 1.04537 -1.64856 0.83742
H -0.36912 -1.42535 1.89424
H 1.25573 -1.28390 2.54319
```

Its HOMO energy is -7.44 eV. Its LUMO energy is 0.7093 eV. As for the SMILES: C/C(N)=N\N.CC(C)=O. The largest force on an atom is 0.0388 Eh/bohr.

***

# 2
Here is C5H13N3O2 in the gas phase from OMol25. Energies are from ωB97M-V/def2-TZVPD.

```
23
C5H13N3O2, DFT ωB97M-V/def2-TZVPD
C 1.22094 -2.05552 0.13892
C 0.20868 -1.03470 0.73396
C -0.16958 0.06411 -0.28178
N -0.42537 -0.36044 -1.60841
C -1.42882 1.02072 0.03126
N -2.66727 0.23775 0.24493
O -3.01471 -0.66413 -0.46171
O -3.36766 0.82788 1.10284
N 1.06267 0.91904 -0.51524
C 1.63664 1.70964 0.55104
H 2.13884 -1.71485 -0.22664
H 0.82298 -2.70247 -0.60642
H 1.54965 -2.73212 0.97235
H -0.60508 -1.69547 0.88413
H 0.46022 -0.59207 1.70908
H 0.40311 -0.81403 -2.11656
H -1.13026 -1.10903 -1.78510
H -1.49831 1.49114 -0.91950
H -1.33178 1.72526 0.87425
H 0.77421 1.59486 -1.26219
H 0.91685 2.55955 0.88199
H 1.89834 1.17010 1.43283
H 2.54572 2.15481 0.22596
```

Its HOMO energy is -9.27 eV. Its LUMO energy is 0.1551 eV. As for the SMILES: CC[C@@](N)(C[N+](=O)[O-])NC. The largest force on an atom is 0.0917 Eh/bohr.

***

# 3
Here is 2 unconnected molecules or ions with the total composition C5H13N3O2 from OMol25. Energies are from ωB97M-V/def2-TZVPD.

```
23
C5H13N3O2, DFT ωB97M-V/def2-TZVPD
C 0.55478 2.87872 0.01312
C 0.42467 2.27082 -1.35196
O 1.57014 2.28167 -2.02272
O -0.62022 1.91208 -1.85593
H 0.25225 3.91540 -0.11606
H 1.53123 2.73864 0.45321
H -0.18042 2.44842 0.69787
C 0.69859 -1.98313 1.08384
C -0.43929 -2.46300 1.99422
C -0.52238 -0.67133 -0.54055
N 0.40914 -0.65266 0.52343
N -1.70926 -0.17463 -0.27754
N -0.09600 -1.22702 -1.63300
H 1.63309 -1.91788 1.62817
H 0.88994 -2.65575 0.24457
H -1.13938 -3.11564 1.48260
H -0.98867 -1.59791 2.34999
H 1.24441 -0.11402 0.30353
H -1.98661 0.05601 0.66818
H -2.31553 -0.00877 -1.07441
H 1.39417 1.98823 -2.93109
H -0.57589 -0.91290 -2.48125
H -0.02877 -2.99535 2.84177
```

Its HOMO energy (alpha / beta) is -14.38 / -14.28 eV. The spin multiplicity is 2. Its LUMO energy (alpha / beta) is -3.4118 / -7.8417 eV. Its net charge is +1. As for the expectation value of S²: 0.766. The largest force on an atom is 0.0219 Eh/bohr.

***

# 4
Here is 2 unconnected molecules or ions with the total composition C5H13N3O2S from OMol25. Energies are from ωB97M-V/def2-TZVPD.

```
24
C5H13N3O2S, DFT ωB97M-V/def2-TZVPD
C 0.38759 -1.43154 -1.17817
C 1.65873 -1.39148 -0.83518
S 2.27249 -0.32549 0.40744
C 2.72015 1.11556 -0.66829
O 1.23933 -0.05381 1.33985
O 3.55782 -0.79830 0.86549
H 0.14029 -2.12976 -1.94671
H -0.16748 -0.67891 -0.62392
H 2.36072 -2.14464 -1.22581
H 3.15540 0.85557 -1.63328
H 1.84645 1.54957 -0.91744
H 3.33159 1.78392 -0.09496
C -2.53699 -1.27475 1.52486
N -1.88208 -0.04368 1.05837
C -2.15408 0.40511 -0.23367
N -1.87111 1.52101 -0.77833
N -1.11082 2.66098 -0.31519
H -1.80306 -2.11416 1.39083
H -2.84623 -1.34938 2.54044
H -3.41098 -1.60997 0.95456
H -1.07936 0.35887 1.51929
H -2.85903 -0.23773 -0.83365
H -0.65698 2.76951 0.63538
H -0.29234 2.56354 -0.95191
```

Its HOMO energy is -8.30 eV. Its LUMO energy is 0.5498 eV. As for the SMILES: C=CS(C)(=O)=O.CN/C=N\N. The largest force on an atom is 0.0727 Eh/bohr.

***

# 5
Here is 2 unconnected molecules or ions with the total composition C5H13N3OP from OMol25. Energies are from ωB97M-V/def2-TZVPD.

```
23
C5H13N3OP, DFT ωB97M-V/def2-TZVPD
C -0.10358 -0.05498 -0.13466
C -0.26445 -0.40491 -2.46166
C 1.75653 0.81838 -1.43029
C -2.52653 0.22074 -0.04515
C -1.21162 -0.87686 1.79877
N 0.32459 0.24947 -1.33413
N -1.22259 -0.32984 0.40600
N 1.78746 0.10808 1.73970
O 3.59678 0.87993 3.24696
P 2.32354 1.29219 2.68797
H 0.57882 -0.35908 -3.15934
H -0.59462 -1.42341 -2.05863
H -1.09563 -0.07479 -2.92119
H 2.34032 0.22888 -2.03836
H 1.89218 1.75851 -1.85832
H 2.17601 0.63112 -0.34584
H -3.02654 -0.13016 -0.97663
H -3.27247 0.11023 0.80195
H -2.50945 1.31236 -0.14664
H -1.78084 -0.31442 2.39130
H -1.27018 -2.01313 1.77230
H -0.20687 -0.80503 2.20301
H 2.30914 -0.82328 1.86290
```

Its HOMO energy (alpha / beta) is -12.55 / -13.95 eV. The spin multiplicity is 3. Its LUMO energy (alpha / beta) is -3.4290 / -7.0449 eV. Its net charge is +1. As for the expectation value of S²: 2.013. The largest force on an atom is 0.1143 Eh/bohr.

***

# 6
Here is a gas-phase ion, C5H13N4 (charge +1) from OMol25. Energies are from ωB97M-V/def2-TZVPD.

```
22
C5H13N4, DFT ωB97M-V/def2-TZVPD
C -2.76565 -0.13820 -0.44773
N -1.37109 -0.42433 -0.01859
C -0.85005 -1.48666 0.40765
N 0.43732 -1.48332 0.54088
C 1.04730 -0.31524 -0.11187
C 2.16764 0.23339 0.72565
N 1.57761 -0.84229 -1.40113
C -0.18781 0.62154 -0.45133
N -0.42275 1.78797 0.26724
H -3.13038 0.62808 0.29476
H -2.63061 0.42144 -1.44852
H -3.34117 -1.09414 -0.42222
H -1.39782 -2.33953 0.75660
H 1.03009 -2.31690 0.79922
H 2.75384 -0.61015 1.09760
H 1.93064 0.80171 1.62638
H 2.89903 0.98134 0.35697
H 2.42351 -1.55415 -1.34194
H 1.95931 -0.02287 -1.87742
H -0.39341 0.68003 -1.64437
H -0.21409 1.93418 1.19264
H -0.63784 2.61982 -0.35048
```

Its HOMO energy is -13.58 eV. Its LUMO energy is -2.6797 eV. As for the SMILES: CN1C=[NH+][C@@](C)(N)[C@@H]1N. Its net charge is +1. The largest force on an atom is 0.1036 Eh/bohr.

***

Q: Which value of largest force on an atom does entry 2 give?
A: 0.0917 Eh/bohr

***

What did the sixth record say?
Here is a gas-phase ion, C5H13N4 (charge +1) from OMol25. Energies are from ωB97M-V/def2-TZVPD.

```
22
C5H13N4, DFT ωB97M-V/def2-TZVPD
C -2.76565 -0.13820 -0.44773
N -1.37109 -0.42433 -0.01859
C -0.85005 -1.48666 0.40765
N 0.43732 -1.48332 0.54088
C 1.04730 -0.31524 -0.11187
C 2.16764 0.23339 0.72565
N 1.57761 -0.84229 -1.40113
C -0.18781 0.62154 -0.45133
N -0.42275 1.78797 0.26724
H -3.13038 0.62808 0.29476
H -2.63061 0.42144 -1.44852
H -3.34117 -1.09414 -0.42222
H -1.39782 -2.33953 0.75660
H 1.03009 -2.31690 0.79922
H 2.75384 -0.61015 1.09760
H 1.93064 0.80171 1.62638
H 2.89903 0.98134 0.35697
H 2.42351 -1.55415 -1.34194
H 1.95931 -0.02287 -1.87742
H -0.39341 0.68003 -1.64437
H -0.21409 1.93418 1.19264
H -0.63784 2.61982 -0.35048
```

Its HOMO energy is -13.58 eV. Its LUMO energy is -2.6797 eV. As for the SMILES: CN1C=[NH+][C@@](C)(N)[C@@H]1N. Its net charge is +1. The largest force on an atom is 0.1036 Eh/bohr.

***

Q: What is the formula in the third record?
A: C5H13N3O2